DFT (the ωB97M-V functional and the def2-TZVPD basis) results for a 5-piece molecular cluster, C27H54N2O17PS6 overall.

Each line ends with the Löwdin charge.
Atoms and positions in Å:
H  3.429  -3.724  3.715  0.0943
O  2.582  2.493  2.116  -0.0240
H  2.820  -2.688  -4.385  0.0815
N  2.340  -1.868  1.724  0.0696
H  -6.857  5.680  5.682  0.1223
C  -3.139  -4.687  -1.896  -0.1192
C  5.667  -2.620  0.361  -0.0933
H  3.838  1.750  -8.419  0.0786
O  1.329  -3.927  1.572  0.1688
S  8.985  -5.809  2.211  0.2651
C  5.668  -0.476  1.419  -0.2133
C  6.352  -3.692  -0.441  -0.4801
O  -4.651  -2.963  -0.651  -0.2821
S  6.291  2.098  0.492  0.9340
H  -5.283  6.060  4.990  0.1117
H  -0.095  -1.202  1.984  0.0992
H  4.112  3.049  -7.222  0.0792
H  -7.361  -6.023  -1.510  0.1229
C  -5.691  0.633  -1.089  -0.0655
C  -6.847  -5.310  -0.870  -0.2394
H  3.142  -0.167  3.354  0.1344
H  -0.592  -1.937  0.467  0.1091
H  -2.245  -4.211  -1.502  0.0679
H  1.713  -1.319  -4.603  0.0857
H  -2.163  3.528  1.291  0.0810
H  6.243  -5.523  1.718  0.0046
O  -4.211  -5.126  0.454  -0.2728
N  4.360  -0.657  1.751  0.1177
H  -6.532  1.154  -0.630  0.0839
H  -6.336  8.038  6.158  0.0832
O  -6.866  5.791  3.672  -0.2616
H  2.487  2.327  -7.389  0.0775
H  -3.659  1.057  -1.702  0.1129
H  4.284  -1.762  -6.226  0.1148
H  -7.830  -3.543  -1.611  0.0847
C  4.328  -2.766  0.682  0.1065
C  3.227  -1.512  -6.126  -0.2409
H  7.218  -3.654  2.419  -0.0118
H  3.825  2.807  -0.591  0.0581
S  3.990  0.966  -6.217  0.5596
H  7.450  0.515  1.877  0.0867
H  -4.795  2.358  -2.038  0.1221
H  -8.653  -4.343  -0.259  0.0838
C  4.153  2.110  -1.358  -0.1393
H  2.665  -2.168  -6.786  0.1235
C  -6.860  5.006  1.284  -0.1147
C  3.556  2.142  -7.447  -0.1168
H  2.228  -2.570  4.297  0.0900
H  -6.453  5.176  0.289  0.0788
H  -3.709  3.547  2.189  0.0491
H  7.372  -1.321  0.488  0.1598
C  2.569  1.138  1.732  -0.2089
C  5.465  1.406  -0.972  -0.5037
P  7.457  -4.821  1.683  0.2682
H  -0.174  -0.211  0.514  0.0779
C  6.332  -1.471  0.740  0.0533
C  -7.681  -4.064  -0.665  -0.0699
H  -6.648  3.994  1.618  0.0727
H  4.298  2.663  -2.281  0.0705
O  5.978  -3.972  -1.538  0.2100
C  -2.843  2.951  1.911  -0.1138
O  -4.689  5.762  2.541  -0.2913
S  -3.389  1.546  1.014  0.5627
H  3.375  1.376  -1.559  0.0670
C  0.068  -1.195  0.910  0.0214
H  -7.927  5.210  1.297  0.0784
H  -3.412  -4.249  -2.852  0.0764
C  2.749  -1.645  -4.694  -0.0726
H  4.316  1.068  2.959  0.1126
H  1.782  -4.268  4.033  0.1018
C  -6.349  6.284  4.935  -0.2429
H  5.322  0.333  -0.886  0.0578
H  -6.013  0.207  -2.039  0.0862
C  -4.537  1.581  -1.322  -0.2355
H  -7.687  7.969  5.011  0.0870
H  2.768  1.076  0.667  0.1062
C  1.961  -3.174  2.253  -0.4430
O  5.339  0.523  -6.401  -0.2729
H  3.350  -1.043  -4.015  0.0632
H  1.586  0.699  1.905  0.1101
S  -6.061  6.145  2.357  0.5641
C  -6.627  7.757  5.146  -0.0692
H  6.077  1.182  2.710  0.0719
O  -2.272  0.859  0.424  -0.2955
O  -5.602  -5.044  -1.568  -0.2633
H  -2.998  -5.760  -1.980  0.0769
O  3.592  1.449  -4.929  -0.2905
O  1.968  -1.469  -0.525  0.1563
H  -5.401  -0.185  -0.431  0.0627
O  -6.357  7.480  1.947  -0.2633
O  7.454  -4.260  0.131  -0.2245
H  1.968  2.628  2.842  0.1014
C  3.699  -1.784  1.385  -0.1872
C  3.620  0.363  2.534  -0.0414
O  -4.165  2.318  -0.126  -0.2645
H  -6.070  8.374  4.443  0.0734
H  -6.621  -5.808  0.073  0.1146
S  -4.430  -4.373  -0.743  0.5547
H  3.774  -3.634  0.355  0.1600
H  -7.204  -3.372  0.028  0.0718
C  6.399  0.770  1.761  -0.3939
H  6.182  1.528  -1.781  0.0700
O  3.005  -0.188  -6.671  -0.2615
C  2.377  -3.439  3.662  0.0353
H  -2.338  2.584  2.803  0.0767
C  1.480  -1.514  0.563  -0.4287
O  -4.310  0.798  1.809  -0.2629

Total charge: +1
Lowest unoccupied orbital energy: -0.165 hartree
HOMO level: -11.68 eV
Orbital gap: 0.264 hartree

DFT (the ωB97M-V functional and the def2-TZVPD basis) results for a 9-piece molecular cluster, C27H54O23 overall in a non-equilibrium geometry.

Each line ends with the Löwdin charge.
Atoms and positions in Å:
C  0.144  -0.527  6.493  -0.0329
C  -4.548  3.303  0.483  -0.5334
C  -4.231  -1.264  0.857  -0.0360
H  0.535  -1.522  6.281  0.0871
C  4.953  1.686  1.333  -0.0175
O  -0.657  0.989  -0.375  0.0998
H  -2.437  1.673  -5.480  0.0908
C  3.211  -1.120  3.915  -0.0088
H  1.279  -1.820  -2.933  0.0993
C  -0.793  -0.195  -0.646  -0.4931
C  1.878  -1.588  -3.814  -0.0410
H  -1.734  -1.581  -8.080  0.0955
O  4.427  -0.838  4.590  0.0312
H  2.151  -0.533  -3.832  0.1044
H  -2.519  2.877  -1.206  0.0703
O  4.847  -1.596  -1.574  0.0165
C  -2.694  3.903  -0.883  -0.0280
H  -1.768  0.984  -2.773  0.0769
C  5.067  -1.661  5.322  -0.6002
O  -0.369  -0.309  -4.722  0.1203
H  5.728  2.094  1.981  0.0813
H  7.260  -3.100  -0.372  0.0819
O  -1.793  -3.690  1.459  0.0191
C  3.559  1.899  -0.880  -0.0107
O  0.598  1.491  4.566  0.0732
H  -2.650  4.523  -1.779  0.0904
H  4.143  1.421  -1.667  0.0870
H  -3.897  -0.233  0.744  0.0770
H  4.037  -3.512  0.592  0.0875
H  6.841  -2.752  6.952  0.0897
H  2.822  -2.129  -3.738  0.0918
O  -3.032  -1.924  1.179  0.0014
H  -0.573  -5.301  1.404  0.0920
O  -5.783  3.727  0.763  -0.0147
H  0.084  -0.629  1.913  0.0926
H  8.223  -1.870  6.379  0.0876
O  -3.992  2.287  0.918  0.0711
C  0.170  -1.169  -5.380  -0.5794
H  -4.932  -1.320  1.690  0.1007
H  1.413  -1.752  1.332  0.0817
C  -2.933  -3.236  0.968  -0.5891
H  6.136  -4.383  -0.860  0.0688
H  -2.768  -0.252  -3.435  0.0860
H  5.183  -2.516  1.521  0.0869
C  -6.582  3.311  -3.582  -0.0083
O  6.314  -1.210  5.597  0.0000
C  -6.459  3.275  1.954  -0.0189
H  2.736  1.406  -0.364  0.0601
O  -4.035  4.164  -0.452  -0.0210
C  6.387  -3.329  -0.983  -0.0234
H  -2.497  2.277  2.576  0.0716
H  1.309  -0.072  0.873  0.0716
H  -3.250  0.653  -1.915  0.0828
H  -6.076  3.008  -2.665  0.0892
C  -0.474  0.873  4.634  -0.5478
C  -1.440  2.091  2.768  -0.0178
O  -0.208  -1.566  -6.628  0.0112
C  4.502  -2.530  0.670  -0.0322
O  -1.577  -0.712  -1.668  -0.0381
O  -3.863  3.467  -4.125  0.0917
O  -0.807  -0.100  5.490  0.0027
C  7.241  -2.236  6.079  -0.0349
H  -2.016  4.292  -0.124  0.1027
O  1.236  -1.816  -5.018  0.0258
H  -0.435  -0.605  7.413  0.0908
O  -4.281  2.337  -6.062  0.0172
H  -1.780  -0.160  -7.016  0.0568
C  5.038  -2.538  -0.766  -0.3980
O  -3.777  -3.958  0.461  0.1129
O  -0.013  -1.229  -0.141  -0.0368
H  -0.932  1.746  1.868  0.0684
H  -5.776  3.256  2.803  0.0929
H  0.981  0.131  6.727  0.0941
H  -6.783  2.260  1.721  0.0976
H  7.501  -2.990  5.336  0.0914
H  5.263  0.666  1.106  0.0687
C  -2.963  2.146  -6.310  -0.0991
H  4.049  1.641  1.940  0.0718
H  -2.392  3.052  -6.509  0.1050
H  -0.517  -4.436  -0.043  0.0937
O  5.108  3.592  -0.146  0.0475
H  3.051  2.759  -1.317  0.0792
H  -2.815  1.631  -7.259  0.0908
C  -1.506  -1.213  -7.080  -0.0557
H  3.334  -2.027  3.323  0.0867
H  3.806  -1.705  0.827  0.0549
H  -7.622  2.987  -3.623  0.0901
H  2.410  -1.285  4.636  0.0880
C  0.709  -0.958  1.083  -0.0287
O  4.680  -2.804  5.665  0.0659
O  -5.978  2.918  -4.863  0.0123
C  -2.450  0.183  -2.487  -0.0096
H  -2.314  -1.721  -6.554  0.0963
H  -1.872  -5.493  0.314  0.0966
H  2.956  -0.274  3.278  0.0881
H  -6.765  4.383  -3.515  0.0927
O  -1.467  0.974  3.696  -0.0290
H  -7.226  3.978  2.280  0.0946
C  -1.219  -4.730  0.737  -0.0766
H  6.608  -3.112  -2.028  0.0723
H  -0.859  2.953  3.095  0.0963
H  -4.720  -1.650  -0.038  0.1008
C  4.593  2.502  0.085  -0.4534
C  -4.652  3.010  -4.968  -0.5501

Lowest unoccupied orbital energy: 0.007 hartree
HOMO level: -9.38 eV
Structure (SMILES): COC(=O)OC.COC(=O)OC.COC(=O)OC.COC(=O)OC.COC(=O)OC.COC(=O)OC.COC(=O)OC.CC(C)=O.CC(C)=O
Orbital gap: 0.352 hartree